Entry from OMol25: a cluster of 9 separate species, C23H47Br16F2N3O2 in total (wB97M-V/def2-TZVPD).

Bonds (Å) are listed after each position.
Positions of all 93 atoms, in Å:
1 C 3.7969 -0.2783 2.7497  C2 1.536, H15 1.092, H16 1.096, H17 1.094
2 C 4.0601 -1.1554 1.5171  C1 1.536, F3 1.410, C4 1.534, H18 1.093
3 F 5.1867 -0.6055 0.8725  C2 1.410
4 C 4.4347 -2.6162 1.7980  C2 1.534, C5 1.536, H19 1.097, H20 1.094
5 C 3.4936 -3.4029 2.7219  C4 1.536, F6 1.371, O7 1.412, H21 1.094
6 F 4.0003 -3.3527 3.9949  C5 1.371
7 O 2.1747 -2.9113 2.8399  C5 1.412, C8 1.356
8 C 1.3983 -3.2596 1.7847  O7 1.356, O9 1.197, C10 1.533
9 O 1.8265 -3.6892 0.7531  C8 1.197
10 C -0.1063 -3.0600 2.0024  C8 1.533, C11 1.565, H22 1.107, H23 1.091
11 C -0.4000 -1.6480 2.6109  C10 1.565, N12 1.457, N13 1.465, N14 1.468
12 N -0.2249 -1.6079 4.0567  C11 1.457, H24 1.014, H25 1.010
13 N 0.5270 -0.6977 1.9921  C11 1.465, H26 1.008, H27 1.012
14 N -1.7879 -1.3022 2.2804  C11 1.468, H28 1.013, H29 1.014
15 H 4.6635 0.3522 2.9582  C1 1.092
16 H 2.9479 0.3744 2.5153  C1 1.096
17 H 3.5188 -0.8746 3.6235  C1 1.094
18 H 3.2628 -1.1089 0.7704  C2 1.093
19 H 4.4238 -3.1425 0.8357  C4 1.097
20 H 5.4514 -2.6894 2.1947  C4 1.094
21 H 3.4715 -4.4487 2.4014  C5 1.094
22 H -0.4489 -3.8320 2.7184  C10 1.107
23 H -0.6251 -3.1235 1.0442  C10 1.091
24 H 0.7193 -1.2737 4.2161  N12 1.014
25 H -0.2740 -2.5454 4.4302  N12 1.010
26 H 0.3141 -0.5594 1.0164  N13 1.008
27 H 0.5557 0.1772 2.4997  N13 1.012
28 H -2.0196 -0.3893 2.6519  N14 1.013
29 H -1.8768 -1.2675 1.2713  N14 1.014
30 Br 2.1793 2.7335 3.0909  C31 1.949
31 C 1.6731 3.8757 1.5955  Br30 1.949, C32 1.504, H34 1.086, H35 1.088
32 C 0.5733 3.2503 0.7815  C31 1.504, Br33 1.952, H36 1.090, H37 1.086
33 Br 1.2798 1.8056 -0.3250  C32 1.952
34 H 2.5762 4.0545 1.0195  C31 1.086
35 H 1.3380 4.8102 2.0414  C31 1.088
36 H 0.1530 3.9869 0.0963  C32 1.090
37 H -0.2187 2.8236 1.3905  C32 1.086
38 Br 1.7700 -0.8788 -2.5414  C39 1.946
39 C 1.2565 0.1895 -4.0844  Br38 1.946, C40 1.504, H42 1.086, H43 1.086
40 C 0.2145 -0.5078 -4.9149  C39 1.504, Br41 1.946, H44 1.088, H45 1.086
41 Br 0.9917 -1.9304 -5.9921  C40 1.946
42 H 2.1646 0.4039 -4.6397  C39 1.086
43 H 0.8602 1.1128 -3.6713  C39 1.086
44 H -0.2251 0.1839 -5.6307  C40 1.088
45 H -0.5708 -0.9588 -4.3161  C40 1.086
46 Br 0.8887 3.9572 -4.3692  C47 1.947
47 C 0.3734 4.5500 -6.1513  Br46 1.947, C48 1.505, H50 1.086, H51 1.089
48 C -0.2469 3.4353 -6.9506  C47 1.505, Br49 1.946, H52 1.088, H53 1.086
49 Br 1.1033 2.1861 -7.5848  C48 1.946
50 H 1.2681 4.9558 -6.6134  C47 1.086
51 H -0.3475 5.3506 -5.9915  C47 1.089
52 H -0.7257 3.8274 -7.8456  C48 1.088
53 H -0.9678 2.8564 -6.3811  C48 1.086
54 Br 0.9863 5.8288 -1.4347  C55 1.944
55 C 0.5938 7.4636 -2.4109  Br54 1.944, C56 1.505, H58 1.086, H59 1.088
56 C -0.7993 7.9563 -2.1271  C55 1.505, Br57 1.948, H60 1.088, H61 1.085
57 Br -2.1321 6.9007 -3.0776  C56 1.948
58 H 0.7613 7.2472 -3.4623  C55 1.086
59 H 1.3329 8.1851 -2.0688  C55 1.088
60 H -0.9255 8.9738 -2.4912  C56 1.088
61 H -1.0567 7.9150 -1.0737  C56 1.085
62 Br -4.0631 -2.1447 4.8606  C63 1.945
63 C -5.1788 -2.4378 3.2948  Br62 1.945, C64 1.505, H66 1.086, H67 1.088
64 C -5.2584 -3.8976 2.9390  C63 1.505, Br65 1.946, H68 1.088, H69 1.085
65 Br -3.6339 -4.4960 2.0496  C64 1.946
66 H -4.7685 -1.8277 2.4950  C63 1.086
67 H -6.1598 -2.0575 3.5733  C63 1.088
68 H -6.0570 -4.0788 2.2221  C64 1.088
69 H -5.4018 -4.5342 3.8063  C64 1.085
70 Br -5.8477 1.5396 3.2197  C71 1.947
71 C -7.7572 1.2187 3.0133  Br70 1.947, C72 1.506, H74 1.085, H75 1.088
72 C -8.4442 1.1030 4.3484  C71 1.506, Br73 1.947, H76 1.088, H77 1.085
73 Br -8.1008 -0.6245 5.1772  C72 1.947
74 H -7.8634 0.3263 2.4047  C71 1.085
75 H -8.1345 2.0783 2.4631  C71 1.088
76 H -9.5243 1.1537 4.2271  C72 1.088
77 H -8.1246 1.8609 5.0564  C72 1.085
78 Br 0.1749 -6.2407 2.5226  C79 1.947
79 C -0.8352 -7.5482 1.4934  Br78 1.947, C80 1.504, H82 1.086, H83 1.088
80 C -0.3058 -7.6639 0.0899  C79 1.504, Br81 1.947, H84 1.088, H85 1.085
81 Br -0.8647 -6.1527 -1.0027  C80 1.947
82 H -1.8764 -7.2412 1.5310  C79 1.086
83 H -0.7171 -8.4887 2.0280  C79 1.088
84 H -0.7179 -8.5430 -0.4014  C80 1.088
85 H 0.7782 -7.7003 0.0477  C80 1.085
86 Br 5.6975 2.8666 -2.2568  C87 1.947
87 C 4.6276 1.6995 -3.3894  Br86 1.947, C88 1.507, H90 1.087, H91 1.089
88 C 5.2976 1.4455 -4.7156  C87 1.507, Br89 1.949, H92 1.089, H93 1.085
89 Br 5.1306 2.9817 -5.9029  C88 1.949
90 H 3.6531 2.1694 -3.4922  C87 1.087
91 H 4.5247 0.7718 -2.8286  C87 1.089
92 H 4.8074 0.6252 -5.2370  C88 1.089
93 H 6.3576 1.2319 -4.6244  C88 1.085

## Properties
- gap between HOMO and LUMO (Ha) = 0.31480
- total energy (eV) = -1159295.31675
- SMILES = C[C@@H](F)C[C@@H](F)OC(=O)CC(N)(N)N.BrCCBr.BrCCBr.BrCCBr.BrCCBr.BrCCBr.BrCCBr.BrCCBr.BrCCBr

Okay, here come the Mulliken numbers, in e, for every atom: C -0.483; C 0.925; F -0.414; C -1.133; C 0.217; F -0.375; O -0.308; C 0.492; O -0.596; C -0.527; C -0.144; N -0.631; N 0.125; N -0.167; H 0.578; H -0.530; H 0.205; H -0.093; H 0.314; H 0.447; H 0.480; H 0.104; H 0.181; H 0.342; H 0.292; H 0.041; H 0.038; H 0.252; H 0.261; Br -0.131; C -0.563; C -0.719; Br 0.011; H 0.421; H 0.381; H 0.199; H 0.415; Br -0.104; C 0.030; C -0.567; Br -0.164; H 0.119; H -0.088; H 0.229; H 0.461; Br 0.015; C -0.620; C -0.636; Br -0.135; H 0.408; H 0.319; H 0.385; H 0.352; Br -0.068; C -0.591; C -0.595; Br -0.151; H 0.303; H 0.370; H 0.367; H 0.369; Br -0.100; C -0.290; C -0.640; Br -0.086; H 0.301; H 0.027; H 0.377; H 0.407; Br -0.117; C -0.629; C -0.566; Br -0.124; H 0.371; H 0.359; H 0.343; H 0.369; Br -0.030; C -0.519; C -0.623; Br -0.133; H 0.279; H 0.342; H 0.376; H 0.374; Br -0.139; C -0.292; C -0.534; Br -0.152; H 0.098; H 0.254; H 0.340; H 0.439

---

Entry from OMol25: a cluster of 6 separate species, C23H47Cl2FNO15 in total (wB97M-V/def2-TZVPD).

Bonds (Å) are listed after each position.
Positions of all 89 atoms, in Å:
1 C -0.2872 5.7889 -1.8855  C2 1.644, H8 1.194, H9 1.181, H10 1.177
2 C -1.0424 4.4661 -2.5033  C1 1.644, Cl3 1.890, C4 1.641, H11 1.194
3 Cl -1.0045 2.9989 -1.3120  C2 1.890
4 C -2.5389 4.7489 -3.1130  C2 1.641, Cl5 1.871, N6 1.516, H12 1.194
5 Cl -2.4238 5.7886 -4.6649  C4 1.871
6 N -3.5513 5.2613 -2.1078  C4 1.516, F7 1.360, H13 1.065, H14 1.063
7 F -3.3608 6.5503 -1.7187  N6 1.360
8 H 0.8820 5.8020 -2.1262  C1 1.194
9 H -0.4775 5.7937 -0.7203  C1 1.181
10 H -0.8192 6.7398 -2.3319  C1 1.177
11 H -0.3713 4.1081 -3.4237  C2 1.194
12 H -2.9509 3.6897 -3.4782  C4 1.194
13 H -4.4913 5.2461 -2.6076  N6 1.065
14 H -3.6869 4.6192 -1.2715  N6 1.063
15 C 1.6113 1.2417 1.1924  C16 1.521, H22 1.094, H23 1.093, H24 1.094
16 C 0.7045 0.4329 0.2780  C15 1.521, O17 1.431, H25 1.097, H26 1.097
17 O 1.0787 -0.9480 0.2674  C16 1.431, C18 1.356
18 C 0.7232 -1.6604 1.3652  O17 1.356, O19 1.221, O20 1.358
19 O 0.1206 -1.2340 2.3377  C18 1.221
20 O 1.1789 -2.9298 1.2095  C18 1.358, C21 1.426
21 C 0.9620 -3.7616 2.3473  O20 1.426, H27 1.094, H28 1.093, H29 1.094
22 H 2.6605 1.0944 0.9207  C15 1.094
23 H 1.3724 2.3070 1.1311  C15 1.093
24 H 1.5062 0.9275 2.2352  C15 1.094
25 H 0.8144 0.7990 -0.7500  C16 1.097
26 H -0.3519 0.5477 0.5484  C16 1.097
27 H -0.0922 -3.7667 2.6406  C21 1.094
28 H 1.5929 -3.4303 3.1767  C21 1.093
29 H 1.2492 -4.7825 2.0799  C21 1.094
30 C -1.8303 -1.9879 -0.5184  C31 1.521, H37 1.094, H38 1.093, H39 1.094
31 C -2.0309 -3.3772 -1.1031  C30 1.521, O32 1.431, H40 1.097, H41 1.097
32 O -3.0361 -4.1003 -0.3863  C31 1.431, C33 1.356
33 C -4.3165 -3.7327 -0.6402  O32 1.356, O34 1.221, O35 1.358
34 O -4.6762 -2.8599 -1.4146  C33 1.221
35 O -5.1338 -4.4865 0.1389  C33 1.358, C36 1.426
36 C -6.5102 -4.1253 0.0456  O35 1.426, H42 1.094, H43 1.093, H44 1.094
37 H -1.6179 -2.0492 0.5528  C30 1.094
38 H -1.0045 -1.4733 -1.0175  C30 1.093
39 H -2.7307 -1.3763 -0.6293  C30 1.094
40 H -1.0987 -3.9461 -1.0024  C31 1.097
41 H -2.2686 -3.3375 -2.1728  C31 1.097
42 H -6.8544 -4.1365 -0.9931  C36 1.094
43 H -6.6683 -3.1412 0.4952  C36 1.093
44 H -7.0920 -4.8609 0.6083  C36 1.094
45 C -1.2399 -0.0893 4.4422  C46 1.521, H52 1.094, H53 1.093, H54 1.094
46 C -1.1707 -1.2811 5.3842  C45 1.521, O47 1.431, H55 1.097, H56 1.097
47 O -0.9841 -0.8600 6.7388  C46 1.431, C48 1.356
48 C -2.0818 -0.3512 7.3513  O47 1.356, O49 1.221, O50 1.358
49 O -3.1917 -0.2290 6.8574  C48 1.221
50 O -1.7269 0.0270 8.6060  C48 1.358, C51 1.426
51 C -2.7707 0.6792 9.3262  O50 1.426, H57 1.094, H58 1.093, H59 1.094
52 H -0.3598 0.5486 4.5647  C45 1.094
53 H -1.2988 -0.4209 3.4019  C45 1.093
54 H -2.1150 0.5330 4.6523  C45 1.094
55 H -0.3014 -1.8956 5.1207  C46 1.097
56 H -2.0559 -1.9219 5.2944  C46 1.097
57 H -3.6775 0.0672 9.3531  C51 1.094
58 H -2.9763 1.6565 8.8808  C51 1.093
59 H -2.4286 0.8319 10.3538  C51 1.094
60 C -2.0375 -4.4008 -6.0332  C61 1.521, H67 1.094, H68 1.093, H69 1.094
61 C -0.8059 -5.2679 -6.2430  C60 1.521, O62 1.431, H70 1.097, H71 1.097
62 O 0.3073 -4.4869 -6.6877  C61 1.431, C63 1.356
63 C 0.9135 -3.7347 -5.7359  O62 1.356, O64 1.221, O65 1.358
64 O 0.5997 -3.6725 -4.5576  C63 1.221
65 O 1.9177 -3.0372 -6.3263  C63 1.358, C66 1.426
66 C 2.5727 -2.1213 -5.4512  O65 1.426, H72 1.094, H73 1.093, H74 1.094
67 H -2.2625 -3.8283 -6.9375  C60 1.094
68 H -2.9041 -5.0154 -5.7744  C60 1.093
69 H -1.8806 -3.6758 -5.2289  C60 1.094
70 H -1.0143 -6.0007 -7.0320  C61 1.097
71 H -0.5484 -5.8334 -5.3396  C61 1.097
72 H 2.9346 -2.6236 -4.5489  C66 1.094
73 H 1.8948 -1.3031 -5.1932  C66 1.093
74 H 3.4337 -1.7040 -5.9810  C66 1.094
75 C 7.8701 1.8179 0.5546  C76 1.521, H82 1.094, H83 1.093, H84 1.094
76 C 6.5190 1.7427 -0.1393  C75 1.521, O77 1.431, H85 1.097, H86 1.097
77 O 5.5452 2.5449 0.5352  C76 1.431, C78 1.356
78 C 5.6495 3.8827 0.3388  O77 1.356, O79 1.221, O80 1.358
79 O 6.4823 4.4473 -0.3529  C78 1.221
80 O 4.6810 4.4926 1.0691  C78 1.358, C81 1.426
81 C 4.7463 5.9167 1.0342  O80 1.426, H87 1.094, H88 1.093, H89 1.094
82 H 7.7733 1.5574 1.6125  C75 1.094
83 H 8.5858 1.1387 0.0833  C75 1.093
84 H 8.2821 2.8307 0.5133  C75 1.094
85 H 6.1562 0.7083 -0.1052  C76 1.097
86 H 6.5893 2.0234 -1.1970  C76 1.097
87 H 4.7418 6.2896 0.0054  C81 1.094
88 H 5.6364 6.2620 1.5671  C81 1.093
89 H 3.8624 6.3086 1.5455  C81 1.094

## Properties
- gap between HOMO and LUMO (Ha) = 0.28590
- total energy (eV) = -84567.78355
- charge = +1

Okay, here come the Mulliken numbers, in e, for every atom: C -0.859; C -0.110; Cl -0.108; C -0.313; Cl -0.057; N 0.020; F -0.069; H 0.299; H 0.295; H 0.276; H 0.383; H 0.417; H 0.409; H 0.413; C -1.286; C -0.100; O -0.281; C 0.611; O -0.513; O -0.341; C -0.703; H 0.336; H 0.351; H 0.226; H 0.480; H 0.295; H 0.307; H 0.313; H 0.246; C -0.787; C -0.343; O -0.378; C 0.752; O -0.573; O -0.338; C -0.624; H 0.099; H 0.284; H 0.443; H 0.378; H 0.279; H 0.288; H 0.283; H 0.232; C -0.684; C -0.061; O -0.360; C 0.734; O -0.557; O -0.338; C -0.618; H 0.225; H 0.050; H 0.410; H 0.160; H 0.299; H 0.289; H 0.285; H 0.227; C -0.968; C -0.171; O -0.337; C 0.746; O -0.541; O -0.327; C -0.605; H 0.293; H 0.361; H 0.190; H 0.292; H 0.291; H 0.283; H 0.260; H 0.236; C -1.122; C -0.207; O -0.273; C 0.696; O -0.556; O -0.296; C -0.651; H 0.302; H 0.359; H 0.310; H 0.295; H 0.330; H 0.295; H 0.300; H 0.220

---

| no. | lowest unoccupied orbital energy (eV) | HOMO (eV) |
| --- | --- | --- |
| 1 | 0.1 | -8.46 |
| 2 | -4.2 | -11.94 |